a:
The following is a quantum chemistry calculation of 3 unconnected molecules or ions with the total composition C7H14O2, from the OMol25 dataset.

The net charge is 0. As for the SMILES: C#CCO.CC=O.CC.

Cartesian coordinates (Å):
C  2.18831  -1.42365  1.31862
C  2.26672  -1.03126  0.18828
C  2.28430  -0.48562  -1.16788
O  1.03566  -0.02579  -1.62495
H  2.05708  -1.72797  2.31916
H  2.68504  -1.25646  -1.84383
H  2.97304  0.36783  -1.18877
H  0.25247  -0.77592  -1.64349
C  -2.72144  -1.10182  0.32088
C  -1.32291  -1.34652  -0.12868
O  -1.01645  -1.51478  -1.31226
H  -3.20600  -2.07112  0.44970
H  -3.27419  -0.53382  -0.42375
H  -2.73676  -0.59616  1.28036
H  -0.59142  -1.59006  0.65677
C  -0.70918  1.38631  0.28328
C  0.44351  2.37347  0.46107
H  -1.19211  1.21395  1.24357
H  -1.45966  1.78740  -0.39661
H  -0.17380  0.52492  -0.30090
H  0.07952  3.35649  0.76306
H  0.99956  2.46025  -0.47151
H  1.13870  2.01032  1.21791

***

b:
The following is a quantum chemistry calculation of 2 unconnected molecules or ions with the total composition C7H14O2, from the OMol25 dataset.

The net charge is 0. As for the SMILES: C=CC(=C)CCCO.O.

Cartesian coordinates (Å):
C  1.63344  0.13308  -2.22595
C  1.43091  1.05399  -1.28716
C  0.78190  0.60599  -0.01996
C  1.49153  0.04250  0.95906
C  -0.72324  0.68801  0.00069
C  -1.44088  -0.45053  -0.73228
C  -1.30248  -1.80495  -0.05840
O  -0.15980  -2.54504  -0.47067
H  2.00642  0.33680  -3.22401
H  1.33530  -0.89865  -2.07707
H  1.80436  2.06357  -1.41116
H  1.00877  -0.40459  1.81991
H  2.57145  0.05250  0.88152
H  -1.03886  1.65868  -0.38973
H  -1.05862  0.61222  1.03181
H  -1.24758  -0.51180  -1.80810
H  -2.51409  -0.21988  -0.77679
H  -2.20214  -2.38101  -0.28213
H  -1.28115  -1.74768  1.03810
H  0.62027  -2.12427  -0.08392
O  -0.93193  1.96394  2.92437
H  -0.55071  1.28177  3.48258
H  -0.23288  2.59534  2.70929

***

The data favor b; the next most stable structure lies 41.9 kcal/mol above it.

***

a:
The following is a quantum chemistry calculation of 11 unconnected molecules or ions with the total composition H22O11, from the OMol25 dataset.

The net charge is +1. Its spin multiplicity is 2.

Cartesian coordinates (Å):
O  -20.40522  -25.34239  -18.68375
H  -20.29932  -24.80105  -19.46603
H  -19.98298  -26.17192  -18.90698
O  -24.32914  -24.50190  -21.12037
H  -24.43765  -24.71752  -22.04664
H  -23.38128  -24.47225  -20.99032
O  -22.85420  -22.35435  -17.21310
H  -23.65254  -22.36275  -16.68507
H  -22.86910  -23.18760  -17.68394
O  -23.59929  -28.39193  -19.03825
H  -23.88272  -29.08880  -18.44641
H  -23.03941  -27.83267  -18.49973
O  -19.46719  -23.58380  -16.16522
H  -18.97264  -24.12188  -15.54707
H  -19.72588  -24.19104  -16.85846
O  -25.47357  -25.63898  -16.58799
H  -25.66427  -25.87594  -15.68041
H  -24.55598  -25.36669  -16.57721
O  -26.20787  -24.18156  -18.88794
H  -25.65523  -24.42399  -19.63093
H  -25.92558  -24.76053  -18.17988
O  -23.05615  -24.90209  -18.26011
H  -22.12926  -25.13512  -18.31318
H  -23.39370  -25.05809  -19.14214
O  -21.58921  -25.89026  -15.24630
H  -21.29658  -25.02586  -15.53513
H  -21.81986  -25.77011  -14.32511
O  -25.94365  -27.14939  -18.79874
H  -25.63290  -26.53765  -18.13133
H  -25.24264  -27.79656  -18.87614
O  -21.56229  -24.72349  -21.29485
H  -21.05623  -25.30204  -21.86530
H  -21.52459  -23.86926  -21.72507

***

b:
The following is a quantum chemistry calculation of 11 unconnected molecules or ions with the total composition H22O11, from the OMol25 dataset.

The net charge is +1. Its spin multiplicity is 2.

Cartesian coordinates (Å):
O  11.17788  -1.91306  -16.95949
H  11.11744  -1.52566  -17.83271
H  11.92528  -1.47406  -16.55340
O  14.07889  -4.94341  -12.52763
H  14.78180  -4.47127  -12.08126
H  14.21974  -5.86083  -12.29367
O  13.10039  -0.21228  -16.11069
H  12.86952  0.55966  -15.59393
H  14.01024  -0.39486  -15.87600
O  10.22754  -4.23143  -14.96427
H  10.68403  -4.50758  -15.75899
H  10.56536  -3.35371  -14.78616
O  14.08881  -5.09100  -15.08497
H  13.96776  -5.19221  -14.14087
H  15.03215  -5.18486  -15.21739
O  15.79033  -3.11206  -11.49925
H  16.73079  -3.02757  -11.34234
H  15.55928  -2.32954  -11.99976
O  12.57093  -2.48578  -13.89295
H  12.99950  -3.30385  -14.14457
H  13.28143  -1.93263  -13.56823
O  15.15167  -0.96205  -12.91404
H  15.23299  -0.27591  -13.57648
H  15.05390  -0.48800  -12.08824
O  12.13908  -4.70061  -16.87202
H  12.78589  -4.93421  -16.20622
H  12.11020  -3.74402  -16.85335
O  9.76453  -1.00010  -14.49284
H  10.53761  -0.97776  -15.05683
H  9.03877  -1.18853  -15.08782
O  12.60678  0.12221  -10.88848
H  12.46447  -0.76444  -11.21988
H  11.87311  0.62909  -11.23637

***

The data favor b; the next most stable structure lies 8.9 kcal/mol above it.

***

a:
The following is a quantum chemistry calculation of a gas-phase ion, C3H6NOS (charge -1), from the OMol25 dataset.

The net charge is -1. As for the SMILES: NC(=O)CC[S-].

Cartesian coordinates (Å):
N  -1.15067  0.62728  -0.91704
C  -0.17609  -0.34153  -1.10890
O  0.34884  -0.65445  -2.23657
C  0.32538  -0.97804  0.04000
C  0.57340  0.17113  1.19892
S  0.74716  2.06726  0.97475
H  -1.74970  1.00298  -1.75349
H  -0.88589  1.30595  -0.21703
H  -0.38713  -1.68110  0.61156
H  1.27115  -1.40932  -0.21509
H  1.43960  -0.19963  1.84317
H  -0.35604  0.08948  1.77972

***

b:
The following is a quantum chemistry calculation of a gas-phase ion, C3H6NOS (charge -1), from the OMol25 dataset.

The net charge is -1. As for the SMILES: NC(=O)CC[S-].

Cartesian coordinates (Å):
N  -1.25881  -0.19965  -1.02753
C  -0.03574  -0.82531  -0.88809
O  0.37130  -1.85363  -1.43426
C  0.95602  -0.00288  0.05800
C  0.21979  0.52169  1.20141
S  -0.92180  2.04757  0.88369
H  -1.49192  -0.57308  -1.91531
H  -1.48326  0.45247  -0.35420
H  1.59930  -0.93367  0.32979
H  1.67034  0.71353  -0.41002
H  0.87963  0.91370  1.98854
H  -0.50486  -0.26073  1.56797

***

The data favor b; the next most stable structure lies 2.8 kcal/mol above it.

***

a:
The following is a quantum chemistry calculation of a molecular structure, C2H3NOS, from the OMol25 dataset.

The net charge is 0.

Cartesian coordinates (Å):
C  2.13586  0.02294  0.06877
C  0.10534  0.60623  -0.14165
N  0.95795  -0.51742  0.07484
O  1.10116  1.61518  0.11198
S  3.63739  -0.17986  -0.07800
H  -0.09698  0.83798  -1.27638
H  -0.71198  0.49786  0.57362
H  0.74073  -1.47446  0.14222

***

b:
The following is a quantum chemistry calculation of C2H3NOS in the gas phase, from the OMol25 dataset.

The net charge is 0. As for the SMILES: C=NOC=S.

Cartesian coordinates (Å):
C  2.34467  -0.40596  -0.02307
N  1.07051  -0.39615  -0.00579
O  0.56284  0.92553  0.01171
C  -0.85675  0.84117  -0.03329
S  -1.58896  -0.52379  0.00824
H  2.83747  -1.34586  0.01982
H  2.87416  0.57500  0.11232
H  -1.21215  1.90908  0.02106

***

The data favor a; the next most stable structure lies 3.3 kcal/mol above it.

***

a:
The following is a quantum chemistry calculation of C2H3NOS in the gas phase, from the OMol25 dataset.

The net charge is 0. As for the SMILES: O=CNC=S.

Cartesian coordinates (Å):
O  1.66972  -0.97166  -0.00892
C  1.26366  0.18567  -0.08710
N  -0.08602  0.47416  0.06796
C  -1.06023  -0.50862  0.06193
S  -2.66344  -0.27828  -0.03474
H  1.99939  1.14843  -0.03069
H  -0.44990  1.40989  -0.00639
H  -0.67318  -1.45960  0.03795

***

b:
The following is a quantum chemistry calculation of C2H3NOS in the gas phase, from the OMol25 dataset.

The net charge is 0. As for the SMILES: N#C[C@H](O)S.

Cartesian coordinates (Å):
N  0.25099  0.87609  2.54835
C  0.05865  0.15106  1.65825
C  -0.12413  -0.50443  0.37606
O  0.94532  -0.65923  -0.52711
S  -1.63735  0.38567  -0.39791
H  -0.38970  -1.48122  0.76740
H  1.38131  0.25101  -0.47825
H  -1.18607  1.46043  0.33500

***

c:
The following is a quantum chemistry calculation of C2H3NOS in the gas phase, from the OMol25 dataset.

The net charge is 0. As for the SMILES: CN1OC1=S.

Cartesian coordinates (Å):
C  -0.82666  0.02964  -0.62306
N  0.60438  -0.01008  -0.34242
O  1.35782  1.15669  0.27350
C  1.13898  -0.17679  0.84937
S  1.29425  -1.19284  2.02910
H  -1.19107  1.10395  -0.58763
H  -1.01218  -0.31812  -1.63126
H  -1.36551  -0.59246  0.03240

***

The data favor a; the next most stable structure lies 22.2 kcal/mol above it.

***

a:
The following is a quantum chemistry calculation of a gas-phase ion, C10H13N4 (charge +1), from the OMol25 dataset.

The net charge is +1.

Cartesian coordinates (Å):
C  -2.76881  -1.80688  -0.40020
C  -3.58513  -0.69215  -0.13977
C  -1.42639  -1.62247  -0.33044
C  -3.08811  0.48771  0.24087
C  -0.91868  -0.42351  -0.07425
C  -1.74988  0.65044  0.18014
C  -0.03145  2.38125  0.04464
C  1.84152  0.04861  1.26951
C  3.14213  -1.06760  -0.35672
C  1.27056  0.27828  -0.15285
N  0.86971  1.62245  -0.57933
N  -1.24400  2.00179  0.51438
N  1.96955  -0.55494  -1.03239
N  2.72446  -1.07293  1.01830
H  -3.17825  -2.72851  -0.71296
H  -4.67871  -0.68555  -0.38959
H  -0.67607  -2.43863  -0.55946
H  -3.68119  1.42660  0.41450
H  0.16348  3.49449  -0.22461
H  2.37772  0.96990  1.60872
H  1.10682  -0.19907  2.03270
H  3.38275  -2.11550  -0.91156
H  3.95109  -0.35452  -0.54784
H  -1.95781  2.62596  0.85455
H  1.90938  -0.53037  -2.06539
H  1.58299  2.20192  -1.25407
H  2.69231  -1.89676  1.55311

***

b:
The following is a quantum chemistry calculation of a gas-phase ion, C10H13N4 (charge +1), from the OMol25 dataset.

The net charge is +1.

Cartesian coordinates (Å):
C  -0.50228  3.04032  0.34000
C  0.07035  3.39184  -0.84236
C  0.53732  0.86064  0.15909
C  -0.27614  1.75454  0.89157
C  1.08469  1.27345  -1.03899
C  -2.04790  -2.04427  -0.31577
C  0.89988  -0.50695  0.68884
C  1.32220  -1.45631  -0.43756
C  -1.12295  -1.53715  -1.18136
C  0.13413  -2.29698  -0.96240
N  -1.53515  -3.05792  0.41242
N  0.84158  2.50106  -1.50197
N  -0.31242  -3.23415  0.03888
N  -0.83747  1.42769  2.06688
H  -1.11248  3.74846  0.87738
H  -0.06003  4.36732  -1.28476
H  -3.06811  -1.75342  -0.15932
H  1.73218  -0.39116  1.38839
H  0.06670  -0.94139  1.24915
H  1.71449  -0.85199  -1.26011
H  2.10065  -2.13993  -0.10073
H  -1.23262  -0.73445  -1.88080
H  0.46353  -2.82798  -1.86608
H  1.28696  2.78480  -2.36825
H  0.24977  -3.95492  0.46735
H  -1.40033  2.09378  2.56642
H  -0.61637  0.56291  2.52473

***

The data favor b; the next most stable structure lies 23.2 kcal/mol above it.